A 2-piece molecular cluster, C4H12NO3 overall in a non-equilibrium geometry. Source: the Open Molecules 2025 dataset; level of theory: ωB97M-V/def2-TZVPD.

Results
Highest occupied orbital energy, eV: -14.305
Total charge: +1
Energy relative to the best compared isomer or geometry (same formula, charge and spin), kcal per mole: 63.2

Last columns: bonded neighbours and bond lengths (Å).
Cartesian coordinates (Å):
1 O -0.492 0.816 2.238  C2 1.255
2 C -1.152 0.099 1.448  O1 1.255, C3 1.632, H8 1.094
3 C -0.629 0.323 -0.082  C2 1.632, C4 1.520, N7 1.471, H9 1.116
4 C 0.211 -0.858 -0.539  C3 1.520, C5 1.535, H10 1.105, H11 1.198
5 C -0.786 -1.960 -0.924  C4 1.535, O6 1.389, H12 1.065, H13 1.128
6 O -1.825 -1.387 -1.648  C5 1.389, H14 0.937
7 N 0.033 1.629 0.051  C3 1.471, H15 1.030, H16 1.020, H17 1.177
8 H -1.967 -0.605 1.643  C2 1.094
9 H -1.470 0.422 -0.808  C3 1.116
10 H 0.854 -1.306 0.240  C4 1.105
11 H 1.029 -0.641 -1.388  C4 1.198
12 H -1.249 -2.459 -0.105  C5 1.065
13 H -0.263 -2.828 -1.418  C5 1.128
14 H -1.882 -1.748 -2.510  O6 0.937
15 H 0.166 2.076 -0.867  N7 1.030
16 H -0.260 2.392 0.662  N7 1.020
17 H 1.067 1.291 0.500  N7 1.177
18 H 2.729 1.084 1.734  O20 0.993
19 H 3.351 1.774 0.590  O20 1.013
20 O 2.537 1.887 1.183  H18 0.993, H19 1.013